109
Properties=species:S:1:pos:R:3:lowdin_charge:R:1 method="wB97M-V/def2-TZVPD" homo_ev=-7.1038 lumo_energy_ev=-2.344 max_force_ha_per_bohr=0.046 multiplicity=1
Pd 0.79 0.89 -0.50 0.6326
C -2.38 0.79 6.17 -0.0546
C -0.94 0.40 5.83 -0.3597
C -0.06 0.48 7.08 -0.0566
C -0.84 -1.00 5.14 -0.3445
C -1.43 -2.02 6.04 -0.0202
C -1.57 -3.31 5.71 -0.0474
C -1.29 -3.92 4.44 0.0307
C -1.14 -3.47 3.16 -0.1142
C -0.90 -4.59 2.14 -0.3790
C 0.38 -5.37 2.44 -0.0510
C -2.11 -5.54 2.10 -0.0586
C -1.29 -2.11 2.73 -0.0796
N -1.16 -1.85 1.42 0.1047
C -2.03 -1.28 0.67 -0.0691
C -1.94 -1.03 -0.78 -0.1331
N -0.95 -1.00 -1.58 0.1259
C -1.12 -1.64 -2.83 -0.1208
C -1.67 -2.95 -2.89 -0.1323
C -2.04 -3.49 -4.11 -0.0549
C -1.86 -2.81 -5.29 -0.0636
C -1.22 -1.59 -5.25 -0.0378
C -0.81 -1.00 -4.06 -0.1136
C -0.03 0.29 -4.17 -0.3845
C 1.30 0.04 -4.89 -0.0466
C -0.84 1.38 -4.89 -0.0662
C -1.69 -3.91 -1.70 -0.3770
C -0.57 -4.94 -1.87 -0.0420
C -3.05 -4.59 -1.55 -0.0569
H -2.42 1.82 6.53 0.0850
H -2.80 0.15 6.96 0.0798
H -3.04 0.72 5.30 0.0707
H -0.55 1.13 5.12 0.1260
H -0.32 -0.28 7.82 0.0791
H -0.20 1.45 7.56 0.0832
H 0.99 0.36 6.83 0.0785
H -1.72 -1.73 7.04 0.1142
H -1.90 -3.99 6.49 0.1114
H -1.25 -5.00 4.51 0.1084
H -0.80 -4.14 1.16 0.0927
H 0.26 -6.03 3.31 0.0805
H 1.22 -4.69 2.64 0.0742
H 0.65 -6.00 1.59 0.0824
H -2.29 -5.99 3.07 0.0741
H -1.92 -6.35 1.39 0.0799
H -3.02 -5.02 1.80 0.0833
H -3.03 -1.10 1.08 0.1324
H -2.94 -0.91 -1.23 0.1370
H -2.45 -4.50 -4.15 0.1048
H -2.18 -3.23 -6.24 0.1050
H -1.02 -1.06 -6.17 0.1097
H 0.21 0.63 -3.17 0.0587
H 1.14 -0.17 -5.95 0.0782
H 1.82 -0.81 -4.45 0.0745
H 1.94 0.92 -4.81 0.0877
H -1.04 1.09 -5.93 0.0709
H -0.28 2.31 -4.90 0.0757
H -1.79 1.55 -4.39 0.0758
H -1.48 -3.36 -0.79 0.0806
H -0.72 -5.53 -2.78 0.0821
H -0.54 -5.63 -1.02 0.0667
H 0.40 -4.44 -1.95 0.0880
H -3.35 -5.11 -2.45 0.0693
H -3.84 -3.85 -1.32 0.0839
H -3.03 -5.32 -0.74 0.0582
C 3.51 -0.02 1.41 -0.2179
P 1.78 -0.52 1.06 0.8512
C 2.01 -2.31 0.86 -0.2079
C 0.88 -0.28 2.62 -0.3549
C 1.29 -1.05 3.78 -0.1054
C 0.61 -1.35 4.89 -0.0600
C -1.64 -0.98 3.75 -0.1379
C -1.47 0.33 3.10 -0.1195
C -0.26 0.58 2.53 -0.4210
P -0.14 1.85 1.26 0.7970
C -1.75 2.69 1.16 -0.2255
C 0.95 3.13 1.95 -0.2102
H 3.80 -0.38 2.39 0.0418
H 3.61 1.06 1.36 0.0361
H 4.16 -0.47 0.66 0.0478
H 2.60 -2.72 1.68 0.0468
H 2.54 -2.46 -0.09 0.0448
H 1.05 -2.81 0.80 0.0183
H 2.29 -1.46 3.73 0.0982
H 1.11 -1.94 5.66 0.1207
H -2.70 -1.14 4.00 0.1595
H -2.30 1.03 3.05 0.0988
H -2.50 1.99 0.78 0.0494
H -1.66 3.52 0.46 0.0478
H -2.04 3.07 2.14 0.0532
H 0.50 3.60 2.83 0.0534
H 1.15 3.89 1.19 0.0482
H 1.89 2.67 2.23 0.0373
F 7.41 0.25 -2.99 0.1007
C 6.12 0.14 -2.68 -0.1607
C 5.43 1.20 -2.14 -0.1554
F 6.07 2.35 -1.91 0.1105
C 4.08 1.09 -1.84 -0.1623
F 3.49 2.15 -1.25 0.0635
C 3.34 -0.08 -2.07 -0.3250
O 2.06 -0.25 -1.84 -0.2097
C 4.10 -1.15 -2.58 -0.1586
F 3.48 -2.33 -2.77 0.0854
C 5.44 -1.05 -2.87 -0.1532
F 6.10 -2.11 -3.35 0.1099
F 0.94 2.80 -2.63 -0.0428
C 0.13 2.52 -1.55 -0.4471
F -1.15 2.31 -2.06 -0.0832
H 0.06 3.47 -1.02 0.0654